# 1
Molecular formula: C7H13O
Method: DFT, ωB97M-V/def2-TZVPD

Last column: Mulliken charge in e.
Cartesian coordinates (Å):
O  -0.772  3.628  -1.888  -0.91
C  -0.856  0.500  0.224  -1.40
C  1.210  -0.318  1.428  -2.72
C  0.936  -2.949  -0.079  -3.05
C  -1.267  2.516  -1.313  -0.61
C  -0.308  1.832  -0.290  -0.34
C  0.124  -0.636  0.442  0.10
C  0.002  -1.791  -0.213  1.43
H  -1.681  0.168  -0.418  0.26
H  0.658  1.750  -0.800  0.31
H  1.731  -2.932  -0.848  -0.22
H  2.093  -0.940  1.328  0.61
H  -1.330  0.632  1.206  0.32
H  -2.179  2.754  -0.702  0.16
H  -1.545  1.694  -2.016  0.19
H  1.503  0.727  1.259  0.27
H  0.470  -3.922  -0.233  1.27
H  -0.214  2.556  0.515  0.31
H  0.803  -0.278  2.447  0.64
H  -0.813  -1.873  -0.925  0.32
H  1.436  -3.119  0.876  1.08

Output
- spin multiplicity = 2
- highest occupied orbital energy (alpha / beta) (Eh) = 0.132 / -0.002
- <S²> = 0.751
- F_max (eV Å⁻¹) = 1.00
- charge = -2
- relative energy (zero: lowest compared OMol25 entry of this formula, charge and spin) (kJ/mol) = 0.0

***

# 2
Molecular formula: C5H9N3O
Method: DFT, ωB97M-V/def2-TZVPD

Last column: Mulliken charge in e.
Cartesian coordinates (Å):
O  -0.972  -2.303  0.668  -0.56
N  -0.297  0.534  0.616  -0.38
N  -1.370  0.716  -0.377  0.07
N  -2.538  1.094  0.314  -0.77
C  0.659  -0.477  0.112  0.68
C  0.056  -1.838  0.224  0.54
C  0.422  -1.366  -1.096  -0.87
C  -0.336  1.725  -0.218  -0.06
C  2.088  -0.262  0.545  -1.35
H  0.354  1.816  -1.047  0.26
H  2.142  -0.094  1.625  0.34
H  1.273  -1.857  -1.548  0.30
H  2.716  -1.128  0.312  0.34
H  -0.598  2.649  0.286  0.32
H  -0.394  -1.186  -1.782  0.27
H  -2.419  0.881  1.307  0.27
H  2.511  0.613  0.041  0.33
H  -3.299  0.483  0.016  0.27

Output
- SMILES string = C[C@@]1(N2CN2N)CC1=O
- highest occupied orbital energy (Eh) = -0.320
- F_max (eV Å⁻¹) = 3.11
- relative energy (zero: lowest compared OMol25 entry of this formula, charge and spin) (kJ/mol) = 554.4

***

# 3
Molecular formula: C31H41BBrClF12NO12S
Method: DFT, ωB97M-V/def2-TZVPD

Last column: Mulliken charge in e.
Cartesian coordinates (Å):
Br  -1.578  -0.319  0.426  -0.20
Cl  -0.122  4.391  -1.521  -0.29
S  1.288  3.342  1.756  -0.28
F  -8.496  3.953  -0.506  -0.24
F  1.300  -8.775  -5.846  -0.25
F  -5.348  -1.316  7.135  -0.27
F  -7.801  5.943  -0.988  -0.25
F  -0.371  -8.855  -7.218  -0.25
F  8.139  -1.385  1.169  -0.27
F  -3.573  -1.122  5.901  -0.22
F  -0.671  -8.142  -5.200  -0.25
F  -8.404  5.465  1.039  -0.27
F  6.875  -2.577  -0.118  -0.27
F  -5.195  -2.417  5.276  -0.26
F  6.138  -0.699  0.680  -0.25
O  0.793  -5.971  -5.661  -0.31
O  -6.020  3.412  0.401  -0.50
O  -5.600  5.619  0.483  -0.32
O  1.275  -1.591  4.011  -0.57
O  8.722  0.126  -1.005  -0.55
O  1.696  -0.595  1.215  -0.93
O  2.642  1.425  0.568  -0.99
O  6.910  -0.749  -2.027  -0.23
O  0.516  -6.405  -7.859  -0.52
O  -6.760  -0.279  4.818  -0.34
O  -1.583  2.841  -0.072  -0.20
O  -4.852  0.915  4.863  -0.48
N  2.087  -1.401  -3.898  -0.41
C  7.739  -0.557  -1.016  0.28
C  -0.442  -0.166  2.017  -0.55
C  1.694  -1.636  -1.514  -0.66
C  -4.224  5.351  0.853  -0.23
C  -6.356  4.552  0.295  0.33
C  -1.691  1.851  3.019  -1.05
C  -7.792  4.986  -0.055  0.91
C  8.298  -0.767  -4.033  -1.20
C  2.734  -0.137  5.229  -1.72
C  2.215  -0.543  3.846  0.32
C  1.552  -2.009  -2.845  -0.24
C  -5.488  -0.063  5.117  0.35
C  -7.357  0.773  4.030  -0.23
C  -0.076  -3.757  -6.191  -1.15
C  0.178  -8.150  -6.232  0.94
C  0.506  -6.720  -6.705  0.31
C  2.493  -0.533  -1.206  0.57
C  1.152  -4.594  -5.936  -0.11
C  1.318  1.706  0.898  1.85
C  7.211  -1.322  0.210  0.95
C  -0.515  2.906  -0.532  -0.11
C  1.643  0.705  3.183  -1.91
C  3.054  0.107  -2.319  -0.39
C  0.956  0.451  1.814  0.48
C  -1.306  0.390  3.150  -0.65
C  7.212  -0.059  -3.251  -0.13
C  2.846  -0.335  -3.615  -0.79
C  -6.999  0.605  2.570  -0.97
C  -4.889  -1.262  5.875  0.91
C  0.617  1.922  -0.484  -1.75
C  -3.386  4.967  -0.346  -0.73
B  2.750  -0.031  0.331  1.28
H  -3.728  4.030  -0.783  0.30
H  -0.601  -4.086  -7.088  0.42
H  3.077  -0.878  3.280  0.35
H  -7.049  1.740  4.423  0.31
H  -8.432  0.682  4.174  0.32
H  1.392  2.314  -1.127  0.78
H  1.886  0.261  5.796  0.42
H  8.453  -0.271  -4.991  0.39
H  1.222  -2.193  -0.721  0.39
H  7.478  0.974  -3.033  0.36
H  0.812  -1.456  4.842  0.35
H  3.666  0.989  -2.160  0.58
H  -3.448  5.738  -1.115  0.32
H  -0.837  2.507  3.153  0.24
H  3.864  -0.420  0.601  -0.41
H  1.856  -4.552  -6.766  0.31
H  -4.199  4.582  1.624  0.24
H  9.241  -0.764  -3.486  0.33
H  8.019  -1.805  -4.214  0.31
H  -5.926  0.695  2.409  0.26
H  1.669  -4.227  -5.052  0.22
H  -0.770  -3.841  -5.354  0.30
H  6.278  -0.054  -3.808  0.22
H  -7.498  1.361  1.965  0.31
H  0.199  -2.710  -6.312  0.35
H  0.988  1.193  3.905  0.60
H  -2.219  -0.200  3.169  0.50
H  -2.385  2.094  3.824  0.53
H  3.470  0.659  5.177  0.38
H  -3.866  6.279  1.293  0.34
H  3.292  0.188  -4.450  0.43
H  0.940  -2.881  -3.064  0.34
H  2.472  1.388  3.032  0.82
H  2.518  3.740  1.422  0.16
H  -7.304  -0.383  2.224  0.31
H  -0.788  0.173  4.080  0.35
H  3.094  -1.000  5.780  0.38
H  -2.218  2.034  2.091  0.04
H  -2.345  4.844  -0.051  0.07
H  -0.235  -1.194  2.266  0.74
H  0.303  0.987  -0.934  0.32

Output
- highest occupied orbital energy (Eh) = -0.204
- F_max (eV Å⁻¹) = 1.25
- charge = -1

***

# 4
Molecular formula: C10H22FO5P
Method: DFT, ωB97M-V/def2-TZVPD

Last column: Mulliken charge in e.
Cartesian coordinates (Å):
P  -2.938  0.281  -0.525  0.82
F  -1.332  -2.602  -2.159  -0.31
O  -2.517  0.766  0.930  -0.37
O  -4.270  -0.535  -0.187  -0.55
O  1.449  -1.467  0.051  -0.26
O  -3.035  1.332  -1.542  -0.70
O  -1.929  -0.887  -0.891  0.00
C  -2.327  -2.177  -1.315  0.44
C  -0.149  1.565  0.938  0.77
C  -2.457  -3.132  -0.157  -1.17
C  0.618  2.709  0.278  -0.87
C  -1.633  1.915  1.054  -0.96
C  2.219  0.479  -1.150  -0.51
C  2.312  -1.026  -0.978  -0.66
C  2.141  2.593  0.372  -1.09
C  2.742  1.215  0.081  -0.42
C  2.037  -2.094  1.163  -0.90
H  2.044  -1.535  -1.910  0.36
H  -3.231  -2.105  -1.923  0.31
H  2.434  2.871  1.390  0.36
H  -1.933  2.649  0.304  0.50
H  -1.854  2.327  2.038  0.28
H  1.939  -3.184  1.089  0.22
H  3.820  1.355  -0.052  0.51
H  2.823  0.738  -2.026  0.45
H  0.293  2.792  -0.764  0.41
H  -2.222  -4.140  -0.500  0.40
H  1.524  -1.761  2.069  0.24
H  0.320  3.646  0.762  0.44
H  1.187  0.753  -1.385  0.19
H  2.603  3.337  -0.284  0.33
H  -4.741  -0.162  0.566  0.34
H  2.629  0.581  0.966  0.14
H  3.348  -1.303  -0.743  0.40
H  3.099  -1.845  1.256  0.45
H  -3.468  -3.113  0.247  0.31
H  -1.758  -2.855  0.632  0.26
H  -0.033  0.642  0.364  -0.44
H  0.247  1.378  1.941  0.28

Output
- SMILES string = COCCCCCCCO[P@](=O)(O)O[C@H](C)F
- highest occupied orbital energy (Eh) = -0.352
- F_max (eV Å⁻¹) = 0.54
- relative energy (zero: lowest compared OMol25 entry of this formula, charge and spin) (kJ/mol) = 0.0

***

# 5
Molecular formula: C36H52BrMnN7O3SSi
Method: DFT, ωB97M-V/def2-TZVPD

Last column: Mulliken charge in e.
Cartesian coordinates (Å):
Br  5.768  -4.579  -3.577  -0.02
Mn  0.314  0.152  -2.014  0.40
S  0.163  -1.023  0.000  0.15
Si  0.331  -0.113  1.906  -2.58
O  -0.362  -1.112  2.982  0.36
O  1.892  0.090  2.319  0.94
O  -0.404  1.358  1.875  1.38
N  2.391  -4.460  -5.033  -0.06
N  0.733  2.366  -2.119  0.07
N  2.582  0.436  -2.377  0.11
N  0.296  -1.950  -3.119  -0.22
N  -9.054  0.700  2.645  -0.45
N  -3.886  0.769  -1.729  0.36
N  -1.837  0.486  -2.472  0.40
C  0.150  4.672  -1.925  -0.71
C  1.247  -3.993  -4.163  -0.72
C  5.028  -1.854  -3.953  -0.33
C  -0.182  3.326  -2.027  -0.07
C  4.313  -0.696  -3.670  -0.22
C  1.483  5.032  -1.910  -0.56
C  2.818  -0.757  3.039  1.62
C  -4.775  1.176  0.490  -0.03
C  -6.239  0.358  -1.251  -0.57
C  2.029  2.722  -2.106  0.71
C  4.886  -2.959  -3.128  -0.91
C  -1.685  -2.812  3.946  -1.88
C  -2.629  0.406  -1.415  -0.62
C  -2.187  -0.394  4.374  -1.38
C  -1.136  3.590  2.117  -1.72
C  -1.726  -1.416  3.346  1.77
C  -4.990  0.773  -0.818  0.44
C  -7.090  0.743  0.963  0.43
C  2.705  -2.195  2.549  -1.03
C  0.031  2.648  2.372  1.71
C  -3.901  1.109  -3.064  -0.07
C  -5.828  1.154  1.386  -0.93
C  3.470  -0.655  -2.565  -1.38
C  4.090  -2.906  -1.989  -0.04
C  3.000  1.622  -2.215  -0.59
C  -2.635  -1.385  2.124  -1.14
C  -7.296  0.351  -0.358  -0.82
C  1.179  -2.467  -4.161  -0.25
C  -2.632  0.925  -3.512  -1.35
C  -8.183  0.722  1.897  -0.08
C  2.446  4.034  -2.001  -0.75
C  4.198  -0.196  2.731  -1.68
C  1.261  3.126  1.611  -1.08
C  3.377  -1.752  -1.708  1.00
C  2.524  -0.669  4.529  -1.65
C  0.324  2.570  3.865  -1.47
H  1.515  4.144  1.913  0.60
H  -0.683  -2.138  -3.317  0.26
H  4.971  -0.765  3.250  0.42
H  -2.246  1.094  -4.503  0.52
H  -1.010  -2.833  4.803  0.36
H  4.398  0.165  -4.322  0.57
H  0.500  -2.398  -2.224  0.20
H  -3.797  1.514  0.808  0.62
H  0.859  -2.084  -5.132  0.53
H  2.528  -5.470  -4.959  0.43
H  3.502  4.273  -1.985  0.47
H  -0.912  4.593  2.481  0.42
H  3.443  -2.823  3.049  0.55
H  -2.322  0.060  -0.440  0.24
H  1.047  3.124  0.541  0.03
H  -1.331  -3.532  3.207  0.36
H  3.237  -1.275  5.089  0.54
H  -2.678  -3.115  4.282  0.44
H  -1.352  3.649  1.046  0.21
H  -1.216  3.005  -2.034  0.27
H  -2.024  3.231  2.638  0.36
H  -4.793  1.456  -3.556  0.52
H  4.263  0.845  3.053  0.34
H  -1.522  -0.396  5.238  0.34
H  2.113  2.479  1.805  0.02
H  -2.280  -2.078  1.361  0.28
H  5.699  -1.889  -4.802  0.46
H  -3.649  -1.669  2.410  0.66
H  2.718  -1.696  -0.848  0.10
H  -3.197  -0.628  4.716  0.49
H  4.062  1.868  -2.169  0.53
H  1.137  1.869  4.058  0.00
H  1.776  6.070  -1.823  0.46
H  -5.680  1.462  2.412  0.50
H  2.613  0.363  4.874  0.36
H  4.030  -3.759  -1.325  0.57
H  1.469  -4.365  -3.163  0.42
H  -6.387  0.025  -2.270  0.51
H  -2.671  -0.374  1.708  -0.20
H  2.245  -4.235  -6.019  0.38
H  -0.557  2.244  4.417  0.31
H  1.517  -1.026  4.743  0.08
H  3.269  -4.023  -4.725  0.01
H  -8.278  0.030  -0.675  0.49
H  1.712  -2.599  2.756  0.11
H  -2.192  0.603  3.935  0.04
H  4.394  -0.241  1.657  0.23
H  2.884  -2.238  1.473  -0.09
H  -0.635  5.413  -1.856  0.49
H  0.339  -4.468  -4.528  0.43
H  0.617  3.551  4.242  0.54
H  2.185  -2.086  -3.972  -0.27

Output
- spin multiplicity = 6
- highest occupied orbital energy (alpha / beta) (Eh) = -0.469 / -0.477
- <S²> = 8.757
- F_max (eV Å⁻¹) = 0.39
- charge = +2
- relative energy (zero: lowest compared OMol25 entry of this formula, charge and spin) (kJ/mol) = 0.0

***

# 6
Molecular formula: C10H5F7O2S
Method: DFT, ωB97M-V/def2-TZVPD

Last column: Mulliken charge in e.
Cartesian coordinates (Å):
S  -3.478  -1.975  -1.057  -0.10
F  3.201  1.212  2.387  -0.23
F  2.124  -1.121  0.360  -0.29
F  4.077  1.037  0.400  -0.24
F  1.591  1.390  -0.782  -0.27
F  0.737  2.083  1.121  -0.28
F  1.114  -0.537  2.204  -0.29
F  3.231  2.965  1.035  -0.24
O  -0.632  0.173  -2.843  -0.58
O  -1.207  -0.134  0.802  -0.54
C  -0.186  -0.481  0.192  0.23
C  1.633  1.208  0.561  0.54
C  -0.253  -1.305  -1.078  -0.50
C  -4.835  -0.473  -2.706  -0.41
C  1.198  -0.266  0.869  0.74
C  -2.607  -0.860  -2.119  0.12
C  -5.007  -1.416  -1.715  -0.48
C  -3.465  -0.117  -2.900  -0.44
C  3.068  1.608  1.110  0.62
C  -1.173  -0.610  -2.058  0.56
H  -0.618  -2.291  -0.786  0.46
H  0.724  -1.447  -1.569  0.38
H  -3.122  0.712  -3.554  0.41
H  -5.646  -0.030  -3.227  0.42
H  -5.947  -1.792  -1.362  0.43

Output
- SMILES string = O=C(CC(=O)C(F)(F)C(F)(F)C(F)(F)F)c1cccs1
- highest occupied orbital energy (Eh) = -0.351
- F_max (eV Å⁻¹) = 3.28
- relative energy (zero: lowest compared OMol25 entry of this formula, charge and spin) (kJ/mol) = 0.0